Molecular formula: C30H44AsBErF4N5O2Si3
Method: DFT, wB97M-V/def2-TZVPD

HOMO level (alpha / beta) = -7.746 / -7.751 eV
multiplicity = 4
ΔE to the lowest compared entry with this formula, charge and spin = 64.9 kcal per mole
LUMO (alpha / beta) = 0.185 / 0.190 eV
orbital gap (alpha / beta) = 7.93 / 7.94 eV
<S²> = 3.753

Cartesian coordinates (Å):
Er (0.99167, -0.70262, -0.37379)
O (2.10374, 1.07902, 0.61104)
C (1.87237, 1.90883, -0.34067)
N (0.76017, 1.73020, -1.01106)
C (0.65065, 1.98033, -2.39361)
C (0.01367, 3.11789, -2.95405)
C (-0.06688, 3.38381, -4.33300)
C (0.65809, 2.51036, -5.15259)
C (1.19041, 1.36496, -4.62632)
C (1.20629, 1.00006, -3.26333)
N (1.67676, -0.18951, -2.64598)
C (2.31140, -1.08195, -3.40501)
O (2.73128, -0.95200, -4.57007)
C (2.36298, -2.50349, -2.86037)
C (2.80428, -3.42753, -3.85373)
C (2.91634, -4.74444, -3.49986)
C (2.72229, -5.04011, -2.15199)
C (2.21743, -4.09841, -1.26128)
N (2.01593, -2.81318, -1.63586)
C (3.02538, 2.87159, -0.63052)
C (4.30461, 2.36509, -0.71689)
C (5.32771, 3.13910, -1.24399)
C (5.05003, 4.50933, -1.44632)
C (3.82327, 4.99925, -0.99531)
N (2.80605, 4.17158, -0.68810)
H (-0.34301, 3.82896, -2.25411)
H (-0.64771, 4.24056, -4.73015)
H (0.83404, 2.65976, -6.19039)
H (1.73392, 0.71039, -5.30963)
H (3.06354, -2.95597, -4.81591)
H (3.30026, -5.53857, -4.17758)
H (2.93409, -6.05598, -1.77808)
H (1.89818, -4.33494, -0.25868)
H (4.49221, 1.32565, -0.30632)
H (6.27873, 2.68070, -1.44679)
H (5.83217, 5.11917, -1.86992)
H (3.67427, 6.08351, -0.90670)
F (3.40243, -1.62883, 2.97100)
B (2.88765, -2.03476, 1.78674)
F (1.57618, -1.32123, 1.66321)
F (3.67562, -1.61028, 0.70612)
F (2.56341, -3.36103, 1.60370)
C (0.46428, -2.10034, 4.52867)
Si (-0.25593, -0.44320, 4.17675)
C (1.21627, 0.68140, 3.91786)
C (-1.53511, 0.05419, 5.43834)
As (-1.36440, -0.47871, 2.06569)
Si (-3.05712, -2.20329, 2.22101)
C (-2.28057, -3.82521, 2.79381)
C (-3.68156, -2.47032, 0.42773)
C (-4.41818, -1.76118, 3.45002)
Si (-2.46298, 1.67241, 1.77430)
C (-4.23605, 2.10921, 2.37164)
C (-2.57820, 1.67214, -0.07082)
C (-1.32251, 3.02373, 2.43934)
H (1.07190, -2.07149, 5.44217)
H (1.04581, -2.45739, 3.66324)
H (-0.31878, -2.84212, 4.79943)
H (1.85607, 0.82352, 4.79342)
H (0.90302, 1.63116, 3.47099)
H (1.86562, 0.14056, 3.22804)
H (-1.16661, -0.07982, 6.48445)
H (-2.45034, -0.50985, 5.24473)
H (-1.76415, 1.12747, 5.37415)
H (-1.18867, -3.84171, 2.55153)
H (-2.60504, -4.77430, 2.41694)
H (-2.33350, -3.92806, 3.88394)
H (-2.79494, -2.90263, 0.00790)
H (-3.84808, -1.46472, 0.02448)
H (-4.61453, -3.01969, 0.30874)
H (-4.48313, -0.67309, 3.49108)
H (-4.15177, -2.18789, 4.45657)
H (-5.31804, -2.26176, 3.14958)
H (-4.91838, 1.43998, 1.87036)
H (-4.45322, 3.24697, 2.14248)
H (-4.36878, 1.96437, 3.44434)
H (-3.12510, 0.76417, -0.42177)
H (-1.52503, 1.45477, -0.34835)
H (-2.82580, 2.52790, -0.72933)
H (-1.30803, 3.04807, 3.54015)
H (-1.62575, 3.93449, 1.97520)
H (-0.31337, 2.81462, 2.01153)
C (-2.48518, 0.57129, -4.35963)
C (-2.85429, -0.14685, -3.08590)
C (-1.80980, -0.82539, -2.33923)
N (-1.10242, -1.47327, -1.66733)
H (-3.36588, 0.94095, -4.85755)
H (-1.99682, -0.14454, -5.01271)
H (-1.89816, 1.43785, -4.09859)
H (-3.50630, -1.11722, -3.25577)
H (-3.34242, 0.53761, -2.37750)

Cartesian forces, eV/Å:
Er 0.4440 1.1917 -0.6717
O -0.2791 -0.1980 -0.1414
C 0.7261 -0.3289 0.2522
N -0.3120 -0.7006 0.0168
C 0.0974 0.7811 -1.3749
C 0.3851 -0.7979 -0.1093
C 0.3929 -0.2378 0.3692
C -0.9960 0.4773 0.8806
C 1.4917 -1.7688 -0.1342
C -0.5637 1.1847 0.4968
N -0.3638 0.3965 0.2736
C -0.2197 -0.5015 -1.3764
O -0.1356 0.3594 1.1089
C 0.9660 0.0239 -2.1848
C -0.2344 0.9828 0.3712
C 1.0251 -0.5109 0.1076
C -0.4471 -0.9325 0.8967
C -0.1856 0.1050 -0.6783
N -0.3216 -0.0310 0.9117
C -0.5310 0.2137 0.2568
C 0.9283 -2.2504 0.4628
C -1.2383 0.8027 0.2885
C 0.2825 -1.0952 0.4543
C 0.1543 -0.4825 -0.4068
N -0.2568 1.1233 -0.2783
H -0.5569 0.5820 0.5685
H 0.6949 -0.5238 0.4065
H -0.2777 0.3235 -0.7298
H -0.2856 0.2285 0.2842
H -0.2663 -0.6752 0.5678
H -0.4636 0.7828 0.4428
H -0.3045 0.6128 -0.2067
H 0.3587 -0.1818 0.0663
H -0.2484 1.2015 -0.9763
H 0.2859 0.1520 -0.0508
H -0.1061 0.3985 0.0953
H -0.2667 -0.5489 -0.1587
F 0.1413 -0.4310 0.4007
B 0.5729 0.2069 -0.5499
F -0.0899 -0.4473 -0.4634
F -0.4811 0.2474 -0.1771
F 0.0195 -0.2642 0.5892
C -0.6691 -1.2195 0.3873
Si 0.4517 0.4405 -0.1714
C -0.1835 -0.0111 -0.0772
C 0.3199 0.5134 0.7414
As -0.5041 -0.0436 -0.3181
Si -0.3119 -0.4362 -0.2084
C 1.6932 0.3846 0.4221
C -0.1385 1.3715 1.4002
C 1.3455 -0.3163 0.6906
Si -0.7357 0.6725 0.5912
C 0.7052 1.3299 0.1548
C 0.9744 -0.7054 -1.5199
C 0.8676 -1.6632 -0.4876
H 0.2702 0.2358 -0.3491
H -0.1876 -0.0064 0.6247
H 0.3419 0.2810 -0.4718
H -0.3911 0.2094 0.1838
H 0.3861 -0.0684 0.1801
H -0.1744 0.3252 -0.1322
H -0.3552 -0.2272 -0.7097
H 0.0171 0.0226 0.3220
H -0.0762 -0.2106 -0.2004
H -0.6096 0.2000 0.2079
H -0.7986 -0.3231 -0.5837
H 0.0214 0.2067 -0.0671
H 0.1251 -0.4528 -0.8815
H 0.1309 -0.1617 -0.2744
H 0.3046 -0.3605 0.0726
H -0.4947 -0.1169 0.1944
H -0.1614 0.6367 -0.8263
H -0.7331 0.0786 -0.2041
H -0.5290 0.0856 -0.2858
H 0.3971 -2.3360 0.2263
H -0.0290 0.0930 0.0703
H 0.0990 0.6777 0.4329
H -0.3190 0.0778 -0.1039
H -0.2923 -0.1749 0.8036
H 0.0926 0.2188 -0.4872
H -0.4141 0.9401 0.0271
H -0.4408 0.1643 0.5999
C 0.1261 -0.4809 0.1187
C -1.5540 -2.0713 0.3595
C 1.8566 -1.1074 1.5593
N -0.9320 1.7474 -1.1855
H -0.4778 -0.0378 -0.0820
H 0.3965 0.3766 -0.2545
H 0.6311 0.0875 -0.2419
H 0.5199 2.1200 0.0623
H -0.0959 -0.4357 -0.2091